The following is a quantum chemistry calculation of a cluster of 2 separate species, C4H13N2S in total, from OMol25.

Results
HOMO ... -13.87 eV
2S+1 ... 1
Kohn-Sham gap ... 10.5 eV
LUMO energy ... -0.123 Eh
Largest force on an atom ... 4.39 eV/Å
Electronic energy ... -667.5834 a.u.
Net charge ... +1

Last column: natural (NBO) charge in e.
Atoms and positions in Å:
1 C -0.19 0.38 1.50  -0.71
2 C 2.43 0.85 -0.39  -0.43
3 C -2.22 -0.33 -1.10  -0.44
4 C 0.40 -0.52 0.40  0.37
5 N 1.63 -0.42 -0.14  -0.59
6 N -0.80 -0.08 -1.33  -0.74
7 S -0.08 -2.34 0.57  0.09
8 H 0.19 1.44 1.33  0.25
9 H 0.41 0.06 2.37  0.29
10 H -1.33 0.20 1.48  0.27
11 H 3.40 0.56 -0.11  0.23
12 H 2.53 1.22 -1.50  0.23
13 H 2.05 1.71 0.17  0.22
14 H -2.31 -1.39 -0.86  0.22
15 H -2.39 0.34 -0.25  0.19
16 H -3.07 -0.04 -1.86  0.23
17 H 2.17 -1.08 -0.59  0.42
18 H -0.55 0.92 -1.30  0.38
19 H -0.53 -0.49 -2.26  0.40
20 H -1.01 -2.18 1.41  0.13

=====

The following is a quantum chemistry calculation of an isolated molecule of C4H8O3, from OMol25.

Results
HOMO ... -10.53 eV
2S+1 ... 1
Kohn-Sham gap ... 11.3 eV
LUMO energy ... 0.030 Eh
Largest force on an atom ... 0.70 eV/Å
SMILES ... COC(=O)[C@@H](C)O
Electronic energy ... -382.9210 a.u.

Last column: natural (NBO) charge in e.
Atoms and positions in Å:
1 C 2.44 -0.04 0.56  -0.26
2 O 1.12 0.02 1.08  -0.50
3 C 0.27 -0.53 0.20  0.78
4 O 0.56 -1.45 -0.54  -0.60
5 C -1.11 0.07 0.29  0.00
6 C -1.60 0.88 -0.92  -0.63
7 O -1.96 -1.03 0.53  -0.70
8 H 2.81 -1.06 0.53  0.20
9 H 3.05 0.62 1.16  0.20
10 H 2.33 0.32 -0.47  0.18
11 H -1.09 0.73 1.16  0.19
12 H -1.01 1.78 -1.13  0.21
13 H -2.61 1.20 -0.66  0.23
14 H -1.65 0.27 -1.83  0.22
15 H -1.56 -1.76 0.04  0.48

=====

The following is a quantum chemistry calculation of a cluster of 12 separate species, C32H98O42P10 in total, from OMol25.

Results
HOMO ... -9.84 eV
2S+1 ... 1
Kohn-Sham gap ... 10.3 eV
LUMO energy ... 0.016 Eh
Largest force on an atom ... 4.19 eV/Å
SMILES ... COP(=O)(OC)OC.COP(=O)(OC)OC.COP(=O)(OC)OC.COP(=O)(OC)OC.COP(=O)(OC)OC.COP(=O)(OC)OC.COP(=O)(OC)OC.COP(=O)(OC)OC.COP(=O)(OC)OC.COP(=O)(OC)OC.CO.CO
Electronic energy ... -7852.3560 a.u.

Last column: Löwdin charge in e.
Atoms and positions in Å:
1 C 2.46 -7.25 -3.97  -0.12
2 O 3.55 -6.62 -4.60  -0.21
3 P 4.41 -5.58 -3.71  0.50
4 O 4.93 -6.15 -2.40  -0.26
5 O 5.45 -4.97 -4.79  -0.21
6 C 6.32 -5.93 -5.36  -0.12
7 O 3.37 -4.35 -3.39  -0.22
8 C 3.65 -3.35 -2.46  -0.14
9 H 2.57 -8.33 -3.93  0.10
10 H 1.55 -7.07 -4.55  0.09
11 H 2.13 -6.80 -3.03  0.06
12 H 6.44 -5.71 -6.42  0.09
13 H 5.98 -6.97 -5.26  0.08
14 H 7.28 -5.87 -4.84  0.09
15 H 2.74 -3.30 -1.87  0.07
16 H 3.85 -2.35 -2.84  0.09
17 H 4.51 -3.49 -1.80  0.09
18 C 6.99 -0.69 0.69  -0.08
19 O 5.80 -1.46 0.49  -0.22
20 P 4.51 -1.34 1.41  0.34
21 O 3.42 -1.92 0.66  -0.20
22 O 4.97 -2.09 2.77  -0.22
23 C 3.91 -2.50 3.65  -0.09
24 O 4.41 0.15 1.90  -0.22
25 C 3.62 1.22 1.23  -0.02
26 H 6.83 0.16 0.03  0.09
27 H 7.96 -1.18 0.56  0.09
28 H 6.99 -0.37 1.74  0.08
29 H 3.22 -3.19 3.17  0.05
30 H 3.35 -1.68 4.09  0.10
31 H 4.61 -2.93 4.37  0.10
32 H 2.68 1.38 1.77  0.07
33 H 3.29 0.81 0.28  0.07
34 H 4.13 2.17 1.05  0.09
35 C -1.70 6.34 -3.47  -0.06
36 O -1.15 5.40 -4.47  -0.23
37 P 0.34 5.65 -5.08  0.46
38 O 1.51 5.65 -4.15  -0.24
39 O 0.50 4.49 -6.21  -0.22
40 C -0.60 4.16 -7.06  -0.09
41 O 0.23 6.96 -6.00  -0.23
42 C 0.00 8.30 -5.44  -0.06
43 H -0.92 6.82 -2.88  0.07
44 H -2.34 5.77 -2.80  0.08
45 H -2.43 7.01 -3.93  0.09
46 H -1.17 5.02 -7.39  0.09
47 H -1.24 3.49 -6.48  0.07
48 H -0.23 3.59 -7.91  0.07
49 H -0.81 8.73 -6.04  0.10
50 H 0.94 8.83 -5.57  0.09
51 H -0.14 8.33 -4.36  0.07
52 C -0.42 -2.80 3.06  -0.09
53 O 0.82 -3.32 3.54  -0.27
54 P 0.89 -4.22 4.96  0.52
55 O -0.12 -5.31 4.86  -0.24
56 O 2.41 -4.69 5.12  -0.23
57 C 3.16 -5.71 4.48  -0.09
58 O 0.68 -3.05 6.06  -0.22
59 C 0.37 -3.36 7.36  -0.16
60 H -1.24 -3.48 3.28  0.09
61 H -0.40 -2.57 2.00  0.08
62 H -0.66 -1.83 3.51  0.07
63 H 2.42 -6.37 4.04  0.09
64 H 3.71 -6.22 5.28  0.10
65 H 3.83 -5.41 3.67  0.09
66 H -0.46 -2.80 7.79  0.07
67 H 1.20 -2.91 7.91  0.10
68 H 0.30 -4.41 7.63  0.10
69 C 0.95 3.04 -2.39  -0.12
70 O 0.92 1.65 -2.22  -0.21
71 P -0.18 0.98 -1.20  0.48
72 O -1.43 1.78 -1.03  -0.24
73 O -0.41 -0.47 -1.77  -0.19
74 C 0.66 -1.24 -2.15  -0.12
75 O 0.67 0.76 0.15  -0.22
76 C 0.02 0.32 1.34  -0.08
77 H 1.98 3.40 -2.30  0.10
78 H 0.27 3.67 -1.82  0.07
79 H 0.55 3.26 -3.38  0.06
80 H 1.45 -1.17 -1.41  0.09
81 H 0.88 -1.36 -3.21  0.11
82 H 0.16 -2.19 -1.94  0.07
83 H 0.46 -0.63 1.63  0.08
84 H -1.07 0.30 1.35  0.09
85 H 0.09 1.05 2.14  0.07
86 C -2.74 -3.05 6.15  -0.09
87 O -1.81 -1.99 5.89  -0.27
88 P -2.47 -0.49 5.83  0.54
89 O -3.51 -0.16 6.87  -0.25
90 O -2.91 -0.42 4.27  -0.23
91 C -3.58 0.64 3.64  -0.09
92 O -1.06 0.39 5.76  -0.26
93 C -0.08 0.22 6.74  -0.11
94 H -2.43 -3.67 6.99  0.08
95 H -2.61 -3.80 5.36  0.08
96 H -3.79 -2.78 6.29  0.09
97 H -3.86 1.41 4.36  0.08
98 H -4.56 0.27 3.35  0.09
99 H -3.09 1.04 2.75  0.09
100 H 0.75 -0.15 6.14  0.09
101 H -0.35 -0.53 7.48  0.08
102 H 0.21 1.24 7.01  0.09
103 C -7.71 -0.86 -2.06  -0.09
104 O -6.58 -0.21 -1.43  -0.24
105 P -6.89 1.18 -0.59  0.41
106 O -7.90 2.01 -1.20  -0.22
107 O -5.46 1.90 -0.50  -0.22
108 C -4.73 2.26 -1.68  -0.10
109 O -7.21 0.66 0.92  -0.23
110 C -7.62 1.55 2.02  -0.08
111 H -7.35 -0.73 -3.08  0.09
112 H -8.68 -0.35 -2.02  0.08
113 H -7.69 -1.91 -1.78  0.09
114 H -4.11 1.48 -2.12  0.08
115 H -4.00 3.04 -1.47  0.07
116 H -5.44 2.61 -2.43  0.09
117 H -8.67 1.85 1.97  0.08
118 H -7.16 2.54 2.08  0.09
119 H -7.52 1.02 2.96  0.08
120 C -2.72 7.00 5.17  -0.14
121 O -2.07 5.90 5.70  -0.20
122 P -2.15 4.51 4.89  0.43
123 O -3.42 4.14 4.17  -0.24
124 O -0.82 4.70 4.03  -0.19
125 C -0.18 3.53 3.55  -0.10
126 O -1.67 3.57 6.08  -0.23
127 C -2.45 3.42 7.32  -0.05
128 H -3.46 7.52 5.77  0.09
129 H -3.34 6.66 4.34  0.07
130 H -1.99 7.69 4.75  0.09
131 H 0.90 3.54 3.70  0.10
132 H -0.35 3.57 2.48  0.07
133 H -0.61 2.62 3.99  0.07
134 H -3.51 3.63 7.17  0.09
135 H -2.09 4.06 8.13  0.09
136 H -2.37 2.40 7.68  0.07
137 C -0.86 1.02 -5.20  -0.07
138 O 0.00 1.37 -6.32  -0.26
139 P 1.27 0.38 -6.63  0.48
140 O 0.94 -1.06 -6.52  -0.24
141 O 1.90 0.90 -8.04  -0.21
142 C 1.05 1.17 -9.10  -0.14
143 O 2.29 0.89 -5.47  -0.21
144 C 2.90 2.18 -5.70  -0.08
145 H -0.87 -0.01 -4.86  0.09
146 H -1.86 1.28 -5.55  0.09
147 H -0.73 1.73 -4.38  0.07
148 H 1.24 0.71 -10.07  0.09
149 H 1.06 2.25 -9.24  0.08
150 H 0.02 0.85 -8.94  0.09
151 H 2.50 2.66 -6.59  0.07
152 H 3.98 2.35 -5.70  0.09
153 H 2.65 2.74 -4.80  0.07
154 C 1.12 -9.26 0.24  -0.09
155 O 1.21 -7.99 -0.46  -0.24
156 P 0.14 -6.78 -0.24  0.51
157 O -1.26 -7.25 -0.21  -0.24
158 O 0.68 -6.12 1.22  -0.24
159 C 1.69 -5.07 1.21  -0.09
160 O 0.46 -5.62 -1.31  -0.24
161 C -0.54 -5.00 -2.15  -0.07
162 H 0.16 -9.61 0.62  0.09
163 H 1.67 -9.19 1.18  0.08
164 H 1.56 -10.02 -0.41  0.09
165 H 2.44 -5.37 0.48  0.09
166 H 2.13 -4.86 2.19  0.04
167 H 1.25 -4.12 0.91  0.07
168 H -0.12 -4.89 -3.15  0.09
169 H -0.59 -3.97 -1.81  0.06
170 H -1.55 -5.41 -2.09  0.09
171 C 0.90 6.01 -0.29  -0.17
172 O 2.12 6.39 -0.88  -0.13
173 H 1.02 5.10 0.30  0.07
174 H 0.70 6.84 0.39  0.09
175 H 0.24 5.86 -1.14  0.05
176 H 2.24 5.91 -1.71  0.04
177 C -2.85 4.64 0.97  -0.16
178 O -1.53 4.40 0.61  -0.14
179 H -3.36 5.06 0.10  0.07
180 H -3.34 3.71 1.24  0.08
181 H -2.96 5.31 1.82  0.07
182 H -1.43 3.50 0.29  0.03

=====

The following is a quantum chemistry calculation of a structure of composition CH5N3, from OMol25.

Results
HOMO (alpha / beta) ... -8.15 / -8.15 eV
2S+1 ... 1
Kohn-Sham gap (alpha / beta) ... 7.6 / 7.6 eV
LUMO energy (alpha / beta) ... -0.021 / -0.021 Eh
Largest force on an atom ... 7.02 eV/Å
Electronic energy ... -205.1285 a.u.

Last column: natural (NBO) charge in e.
Atoms and positions in Å:
1 C -1.39 0.00 0.02  -0.52
2 N 1.08 0.02 -0.07  -0.14
3 N 2.39 0.00 0.13  -0.30
4 N -0.47 0.11 -1.04  -0.33
5 H -1.38 0.87 0.81  0.18
6 H -2.27 0.07 -0.57  0.26
7 H -1.39 -1.12 0.50  0.16
8 H 0.56 -0.25 0.88  0.35
9 H 2.88 0.30 -0.65  0.33

=====

The following is a quantum chemistry calculation of a structure of composition C3H7N3S, from OMol25.

Results
HOMO ... -9.16 eV
2S+1 ... 1
Kohn-Sham gap ... 9.9 eV
LUMO energy ... 0.026 Eh
Largest force on an atom ... 5.39 eV/Å
Electronic energy ... -680.8061 a.u.

Last column: natural (NBO) charge in e.
Atoms and positions in Å:
1 C -0.19 0.32 -0.44  0.38
2 C 1.12 -0.54 -0.46  -0.36
3 C 2.00 -0.51 0.85  -0.50
4 H -2.94 0.88 -0.77  0.35
5 H -2.57 0.52 1.12  0.39
6 H -1.29 -1.05 -1.41  0.37
7 H 0.66 1.94 -0.02  0.35
8 H 1.08 -1.66 -0.75  0.25
9 H 1.38 0.10 1.51  0.24
10 H 2.32 -1.52 1.19  0.23
11 N -2.70 0.04 -0.06  -0.65
12 N -1.36 -0.48 -0.41  -0.47
13 N -0.24 1.50 0.17  -0.72
14 S 2.74 0.45 -0.51  0.14

=====

The following is a quantum chemistry calculation of a structure of composition C23H23Cl3LaN7O4SSi, from OMol25.

Results
HOMO ... -14.17 eV
2S+1 ... 1
Kohn-Sham gap ... 8.0 eV
LUMO energy ... -0.227 Eh
Largest force on an atom ... 2.08 eV/Å
Electronic energy ... -3674.2112 a.u.
Net charge ... +2

Last column: natural (NBO) charge in e.
Atoms and positions in Å:
1 La -0.08 -1.36 0.37  1.81
2 O 2.08 -0.45 4.68  -0.63
3 C 1.27 -0.56 3.66  0.81
4 O 1.63 -0.77 2.51  -0.62
5 C -0.18 -0.45 4.01  0.08
6 C -0.65 -0.55 5.32  -0.15
7 C -2.02 -0.54 5.52  -0.13
8 C -2.87 -0.44 4.42  -0.17
9 C -2.30 -0.35 3.15  0.06
10 N -0.98 -0.36 2.95  -0.40
11 C -3.07 -0.35 1.87  0.83
12 O -4.34 -0.02 1.87  -0.60
13 O -2.52 -0.68 0.83  -0.65
14 H 3.02 -0.59 4.46  0.53
15 H 0.05 -0.65 6.14  0.26
16 H -2.42 -0.65 6.51  0.26
17 H -3.94 -0.47 4.57  0.24
18 H -4.73 0.23 2.72  0.52
19 S 5.16 4.64 0.59  1.03
20 N 5.38 3.06 0.43  -0.59
21 C 4.21 2.47 0.27  0.11
22 C 3.97 1.07 0.08  -0.07
23 C 5.00 0.14 -0.01  -0.08
24 C 4.68 -1.18 -0.22  -0.23
25 C 3.34 -1.54 -0.32  0.09
26 N 2.33 -0.68 -0.21  -0.55
27 C 2.63 0.63 -0.02  0.17
28 C 1.53 1.58 0.05  0.25
29 N 0.27 1.10 -0.03  -0.58
30 C -0.74 1.97 -0.06  0.09
31 C -0.57 3.35 0.03  -0.24
32 C 0.70 3.85 0.17  -0.08
33 C 1.78 2.96 0.18  -0.09
34 C 3.13 3.40 0.31  0.10
35 N 3.56 4.64 0.48  -0.59
36 H 6.02 0.48 0.08  0.26
37 H 5.44 -1.94 -0.31  0.25
38 H 3.07 -2.57 -0.49  0.22
39 H -1.73 1.54 -0.19  0.22
40 H -1.43 4.00 -0.01  0.25
41 H 0.89 4.91 0.27  0.26
42 C -2.40 -1.94 -4.35  -0.64
43 C -2.07 -0.52 -3.86  0.10
44 C -3.31 0.37 -3.93  -0.61
45 C -0.95 0.09 -4.72  -0.63
46 N -1.64 -0.52 -2.44  -0.47
47 N -0.40 -1.20 -2.19  -0.75
48 H -2.79 -1.90 -5.36  0.24
49 H -3.16 -2.39 -3.71  0.21
50 H -1.52 -2.58 -4.36  0.20
51 H -3.67 0.43 -4.95  0.23
52 H -3.08 1.37 -3.57  0.22
53 H -4.11 -0.04 -3.31  0.21
54 H -1.33 0.31 -5.71  0.24
55 H -0.12 -0.60 -4.84  0.20
56 H -0.60 1.02 -4.28  0.22
57 H -2.38 -0.98 -1.91  0.36
58 H 0.33 -0.64 -2.64  0.40
59 H -0.38 -2.12 -2.67  0.38
60 Cl -0.70 -3.16 2.18  -0.51
61 Si -1.56 -4.12 0.06  0.95
62 Cl 0.68 -3.71 -0.65  -0.49
63 Cl -1.39 -6.05 0.56  -0.34

=====

The following is a quantum chemistry calculation of the ion C8H8NO2 with charge -1, from OMol25.

Results
HOMO ... -3.39 eV
2S+1 ... 1
Kohn-Sham gap ... 7.1 eV
LUMO energy ... 0.135 Eh
Largest force on an atom ... 5.88 eV/Å
SMILES ... C=C1C(=C)[C@@H](C(=O)[O-])N=C1C
Electronic energy ... -514.8432 a.u.
Net charge ... -1

Last column: natural (NBO) charge in e.
Atoms and positions in Å:
1 C 1.58 0.89 -1.01  -0.41
2 C 0.72 0.18 -0.21  -0.06
3 C -0.41 1.02 0.36  0.02
4 C -0.64 2.34 0.35  -0.45
5 C -1.30 -0.04 0.99  -0.25
6 C -2.35 -0.34 -0.37  0.83
7 O -1.86 -0.79 -1.37  -0.71
8 O -3.43 0.04 -0.05  -0.74
9 N -0.55 -1.21 1.13  -0.34
10 C 0.49 -1.15 0.31  0.18
11 C 1.60 -2.11 0.02  -0.62
12 H 2.33 0.36 -1.50  0.17
13 H 1.58 1.91 -1.20  0.19
14 H -1.53 2.58 0.82  0.20
15 H 0.06 3.12 -0.09  0.18
16 H -1.86 0.19 1.78  0.20
17 H 2.48 -1.58 0.06  0.21
18 H 1.38 -2.49 -0.89  0.22
19 H 1.73 -2.94 0.88  0.20

=====

Listing energy above the lowest of the compared OMol25 structures with the same formula, charge and spin for the structures above in their given order: 60.46 27.50 129.00 164.77 110.51 22.63 40.59 kcal per mole.